## P
15
Properties=species:S:1:pos:R:3 method="wB97M-V/def2-TZVPD" homo_energy_ev=-9.33 multiplicity=1 smiles="C1=CC1.[H][H].C=C"
C -1.69 1.26 -0.20
C -0.50 1.77 0.07
C 1.66 -0.22 -0.09
C 1.27 -1.38 -0.49
C 1.11 -1.11 0.97
H -2.33 0.84 0.58
H -2.08 1.22 -1.21
H -1.51 -0.96 -0.65
H 0.14 2.18 -0.71
H -0.09 1.79 1.08
H 2.09 0.74 -0.31
H 1.11 -2.09 -1.29
H -1.08 -1.56 -0.76
H 0.11 -0.91 1.38
H 1.79 -1.59 1.69

***

## Q
15
Properties=species:S:1:pos:R:3 method="wB97M-V/def2-TZVPD" homo_energy_ev=-9.50 multiplicity=1 smiles="C=CC.C=C"
C -1.63 -1.09 0.02
C -1.06 0.26 0.29
C -1.66 1.39 -0.08
H 1.05 -0.22 1.02
H -1.92 -1.60 0.95
H -0.90 -1.72 -0.49
H -2.52 -1.05 -0.62
H -2.51 1.41 -0.77
H -1.23 2.35 0.19
C 2.14 0.08 0.61
C 2.40 -0.26 -0.66
H 3.31 0.02 -1.16
H 1.62 -0.75 -1.24
H 0.00 0.54 0.77
H 2.90 0.64 1.17

***

Short version: P is the least stable of them.

***

## P
9
Properties=species:S:1:pos:R:3 method="wB97M-V/def2-TZVPD" total_charge=+1 homo_energy_ev="-14.42 / -16.67" multiplicity=1
C -1.80 0.51 0.16
C 2.04 -0.18 0.07
N 0.97 0.30 0.09
N -1.39 -0.54 -0.32
H -0.92 1.12 0.61
H -2.78 0.90 0.14
H 2.64 -1.23 -0.09
H 2.95 0.50 0.15
H -1.71 -1.39 -0.81

***

## Q
9
Properties=species:S:1:pos:R:3 method="wB97M-V/def2-TZVPD" total_charge=+1 homo_energy_ev=-17.07 multiplicity=1 smiles="C1C[NH+]=N1"
C 0.78 -0.75 0.01
C -0.73 -0.24 0.12
N 1.04 0.99 -0.26
N -0.18 1.04 -0.23
H 1.31 -0.85 1.00
H -1.47 -0.55 -0.75
H 1.01 -1.33 -0.77
H -1.05 -0.25 1.12
H -0.72 1.95 -0.23

***

## R
9
Properties=species:S:1:pos:R:3 method="wB97M-V/def2-TZVPD" total_charge=+1 homo_energy_ev="-16.06 / -16.37" multiplicity=1
C 0.00 0.91 0.01
C 0.07 -1.04 -0.08
N 0.65 0.03 0.79
N -0.52 0.04 -0.82
H -0.41 3.30 0.47
H 0.72 -1.80 -0.78
H -0.64 -1.73 0.31
H 1.45 0.11 1.45
H -1.32 0.19 -1.33

***

Short version: R is the least stable of them.